# C24H57N

A 4-piece molecular cluster, C24H57N overall (ωB97M-V/def2-TZVPD, the OMol25 dataset).

Last column: Löwdin charge in e.
Element x y z (Å)
C  3.210  1.622  -1.259  -0.07
C  2.562  0.589  -2.194  -0.19
N  2.776  -0.900  -1.814  -0.20
C  2.414  -1.324  -0.461  -0.16
C  0.798  -1.279  -0.223  -0.02
C  2.512  -1.799  -2.896  -0.35
C  3.411  -2.977  -3.051  -0.15
H  4.373  1.831  -1.659  0.13
H  3.361  1.233  -0.264  0.04
H  2.898  2.618  -1.250  0.02
H  2.768  0.590  -3.271  0.11
H  1.593  0.709  -2.254  0.03
H  3.161  -0.802  0.239  0.12
H  2.597  -2.428  -0.379  0.10
H  0.623  -1.616  0.634  -0.04
H  0.133  -1.817  -0.988  0.11
H  0.397  -0.403  -0.216  -0.02
H  2.657  -1.347  -4.035  0.15
H  1.389  -2.016  -3.154  0.13
H  3.161  -3.648  -2.200  0.06
H  4.517  -2.896  -3.015  0.07
H  3.456  -3.488  -4.121  0.11
C  -6.526  0.552  -5.409  -0.08
C  -6.159  2.037  -5.776  -0.31
C  -5.267  2.748  -4.839  -0.28
C  -5.070  4.240  -5.293  -0.25
C  -3.747  4.736  -4.775  -0.32
C  -3.427  6.210  -5.164  -0.11
H  -7.549  0.295  -5.977  0.13
H  -6.808  0.503  -4.518  -0.04
H  -5.764  -0.160  -5.511  0.05
H  -7.176  2.452  -5.684  0.10
H  -5.720  2.275  -6.818  0.13
H  -4.302  2.183  -4.829  0.12
H  -5.906  2.675  -3.821  0.16
H  -5.914  4.893  -4.688  0.16
H  -5.151  4.274  -6.395  0.11
H  -3.098  3.971  -5.250  0.10
H  -3.595  4.423  -3.731  0.10
H  -4.156  7.011  -4.654  0.11
H  -3.462  6.403  -6.275  0.08
H  -2.395  6.379  -4.913  0.04
C  1.855  -6.455  8.522  -0.04
C  2.715  -6.087  7.259  -0.28
C  2.069  -5.011  6.491  -0.23
C  2.804  -4.464  5.258  -0.27
C  1.986  -3.480  4.503  -0.18
C  2.838  -2.986  3.118  -0.05
H  0.858  -6.649  7.996  0.11
H  1.708  -5.617  8.980  0.00
H  2.272  -7.243  8.875  0.00
H  2.960  -6.967  6.534  0.15
H  3.646  -5.980  7.513  0.04
H  1.901  -4.254  7.383  0.16
H  1.088  -5.279  6.036  0.12
H  3.228  -5.114  4.708  0.05
H  3.678  -4.126  5.667  0.10
H  1.966  -2.702  5.179  0.06
H  0.877  -3.716  4.067  0.16
H  2.399  -2.032  2.765  0.03
H  2.804  -3.501  2.299  -0.03
H  3.940  -2.972  3.412  0.09
C  1.295  0.401  2.818  -0.01
C  0.567  1.792  3.284  -0.20
C  -0.410  2.312  2.391  -0.23
C  0.078  2.862  0.970  -0.16
C  -1.065  2.837  -0.039  -0.29
C  -0.716  3.744  -1.313  -0.09
H  0.505  -0.338  2.742  0.08
H  2.032  0.089  3.538  0.07
H  1.695  0.604  2.026  -0.06
H  1.068  2.496  3.466  -0.01
H  0.082  1.629  4.266  0.13
H  -0.939  3.230  2.738  0.12
H  -1.332  1.761  2.190  0.11
H  0.517  1.956  0.468  0.10
H  0.748  3.639  0.936  0.08
H  -2.001  3.329  0.241  0.09
H  -1.688  2.042  -0.237  0.07
H  -0.213  4.713  -0.920  0.10
H  -1.417  4.010  -2.061  0.01
H  0.011  2.999  -1.898  0.09

As for the net charge: 0. For the relative energy (zero: lowest compared OMol25 entry of this formula, charge and spin), the calculation gives 580.6 kJ/mol. The HOMO energy is -0.293 hartree. The SMILES is CCN(CC)CC.CCCCCC.CCCCCC.CCCCCC. Its spin multiplicity is 1. Its molar mass is 359.73 g/mol.



# C24H57N2O7S5

C24H57N2O7S5 as an isolated structure (ωB97M-V/def2-TZVPD, the OMol25 dataset).

Last column: Löwdin charge in e.
Element x y z (Å)
C  2.512  -2.184  -3.619  -0.12
C  3.366  -3.153  -2.782  -0.25
C  3.405  -2.868  -1.269  -0.22
C  2.131  -2.254  -0.689  -0.21
C  2.108  -2.253  0.844  -0.20
C  2.727  -1.031  1.538  -0.21
C  1.958  0.281  1.336  -0.20
C  2.354  1.106  0.109  -0.20
C  1.870  2.558  0.207  -0.21
C  1.786  3.238  -1.162  -0.21
C  0.612  2.758  -2.034  -0.21
C  0.970  1.731  -3.111  -0.21
C  -0.160  1.489  -4.133  -0.21
C  -0.543  0.013  -4.241  -0.21
C  -1.362  -0.489  -3.036  -0.18
C  -2.636  -1.291  -3.375  -0.18
C  -3.896  -0.861  -2.589  -0.22
C  -4.243  -1.836  -1.473  -0.28
S  -5.955  -1.853  -1.004  0.51
O  -6.701  -2.323  -2.153  -0.34
O  -6.035  -2.693  0.183  -0.37
N  -6.164  -0.308  -0.711  -0.34
S  -7.287  0.212  0.272  0.43
N  -7.626  1.680  -0.502  -0.11
O  -8.533  -0.514  0.254  -0.34
O  -6.755  0.527  1.581  -0.37
H  2.448  -1.191  -3.175  0.05
H  2.951  -2.057  -4.611  0.07
H  1.503  -2.565  -3.774  0.07
H  2.983  -4.165  -2.930  0.10
H  4.386  -3.132  -3.169  0.09
H  3.603  -3.801  -0.733  0.10
H  4.253  -2.210  -1.049  0.11
H  1.261  -2.795  -1.073  0.12
H  2.027  -1.234  -1.054  0.07
H  1.083  -2.369  1.207  0.11
H  2.652  -3.141  1.190  0.10
H  3.779  -0.915  1.254  0.11
H  2.725  -1.244  2.609  0.08
H  0.888  0.048  1.307  0.12
H  2.131  0.910  2.211  0.08
H  1.941  0.685  -0.805  0.07
H  3.445  1.096  0.009  0.12
H  0.871  2.550  0.657  0.11
H  2.544  3.129  0.849  0.10
H  1.690  4.317  -1.010  0.08
H  2.723  3.081  -1.709  0.11
H  0.181  3.619  -2.555  0.11
H  -0.182  2.356  -1.396  0.11
H  1.223  0.769  -2.658  0.08
H  1.869  2.080  -3.628  0.11
H  0.135  1.866  -5.116  0.10
H  -1.036  2.074  -3.837  0.11
H  -1.084  -0.167  -5.175  0.10
H  0.382  -0.567  -4.320  0.08
H  -1.628  0.366  -2.407  0.10
H  -0.720  -1.119  -2.415  0.10
H  -2.829  -1.226  -4.449  0.10
H  -2.434  -2.342  -3.158  0.10
H  -4.743  -0.796  -3.273  0.10
H  -3.716  0.120  -2.152  0.10
H  -4.041  -2.871  -1.756  0.09
H  -3.683  -1.637  -0.562  0.09
H  -8.309  2.135  0.103  0.05
H  -6.777  2.237  -0.476  0.04
C  -4.143  -5.001  1.023  -0.26
S  -2.568  -4.191  1.271  0.81
O  -2.143  -3.673  -0.057  -0.56
C  -1.600  -5.681  1.563  -0.28
H  -4.863  -4.221  0.765  0.01
H  -4.046  -5.714  0.203  0.06
H  -4.437  -5.502  1.946  0.05
H  -1.691  -6.341  0.700  0.05
H  -1.959  -6.173  2.468  0.05
H  -0.562  -5.379  1.694  0.04
C  1.140  6.688  0.952  -0.27
S  2.309  6.671  2.317  0.79
O  3.223  5.526  2.081  -0.55
C  1.126  6.136  3.561  -0.27
H  1.695  6.946  0.053  0.05
H  0.700  5.696  0.845  0.05
H  0.370  7.437  1.141  0.05
H  0.687  5.188  3.252  0.06
H  0.359  6.899  3.686  0.05
H  1.673  6.006  4.493  0.05
C  4.817  -0.511  6.053  -0.27
S  3.268  0.379  5.857  0.82
O  3.048  0.522  4.397  -0.54
C  3.884  1.965  6.436  -0.27
H  4.655  -1.524  5.690  0.05
H  5.588  -0.022  5.457  0.06
H  5.094  -0.535  7.107  0.05
H  4.722  2.274  5.810  0.06
H  4.185  1.881  7.481  0.05
H  3.070  2.680  6.342  0.05

As for the net charge: -1. The HOMO energy is -0.193 hartree. Its spin multiplicity is 1. Its molar mass is 646.06 g/mol.



Q: Look up the molar mass of the second one.
A: 646.06 g/mol